1.
The following is a DFT calculation (ωB97M-V with the def2-TZVPD basis set) of an isolated ion of composition C25H41F8N4O6 and charge +1.

Properties
LUMO, eV: -3.68
Electronic energy, eV: -66561.915
Total charge: +1
SMILES: [H]/N=C(/C)CNC1=[N+](O)[C@@](CC=C)(CCOCC(F)(F)C(F)(F)C(F)(F)C(F)F)O[C@@H](OC[C@@H](C)O)N1CCCCCOC

XYZ file:
```
84
Properties=species:S:1:pos:R:3:forces:R:3:mulliken_charge:R:1
H 4.047319 3.524054 1.740577 0.3 0.1 0.0 0.239
N 3.990445 3.770009 0.749494 -0.4 -0.1 0.0 -0.664
C 2.798485 3.628079 0.344152 0.1 0.2 0.2 0.597
C 2.397437 3.961531 -1.064764 -0.4 0.1 0.5 -1.155
C 1.662033 3.133149 1.260654 0.9 0.2 -0.5 -0.466
N 1.746878 1.669752 1.350150 -0.5 0.3 0.0 0.353
C 0.857477 0.814733 0.915949 -0.1 -0.5 -0.5 -0.338
N -0.295719 1.336785 0.273438 0.9 0.0 0.2 0.354
O -0.063724 1.202054 -1.136612 -0.4 -0.4 -0.4 0.087
C -1.534755 0.680886 0.691986 -1.6 0.1 -0.1 1.622
C -2.193457 1.491593 1.864344 1.9 -0.2 -1.1 -1.339
C -1.627492 2.855700 2.179599 0.0 0.8 0.1 -0.256
C -1.950557 4.034887 1.544838 0.3 -0.7 -0.4 -0.784
C -2.562794 0.543882 -0.447201 0.3 0.3 0.3 -1.610
C -3.112432 1.844690 -1.021631 -0.6 -0.2 -0.5 -0.934
O -2.378483 2.449318 -2.077943 0.1 -0.1 0.3 -0.541
C -2.131858 1.645793 -3.189058 0.2 0.1 -0.4 -0.572
C -3.375295 1.151713 -3.922384 0.7 -0.1 -0.1 0.963
F -3.961609 0.103197 -3.269214 -0.1 0.3 0.1 -0.331
F -4.260082 2.161118 -4.027996 -0.2 -0.4 0.1 -0.315
C -3.001701 0.637491 -5.356413 -0.9 0.5 -0.2 0.335
F -3.333948 1.611601 -6.236429 0.2 -0.1 0.1 -0.299
F -1.669002 0.421745 -5.485636 0.0 -0.1 0.3 -0.309
C -3.738484 -0.635496 -5.818804 0.0 -0.3 -1.2 0.734
F -3.281512 -1.724374 -5.154927 -0.2 0.5 0.2 -0.281
F -5.074256 -0.504426 -5.674398 0.5 0.0 0.4 -0.290
C -3.463825 -0.892056 -7.340604 -0.3 -0.9 0.2 0.143
F -3.755476 -2.204764 -7.562517 0.0 0.2 0.0 -0.279
F -4.295990 -0.164720 -8.103055 0.3 0.1 0.2 -0.248
O -1.331312 -0.639746 1.239427 0.4 0.3 -0.2 -0.384
C -0.240218 -1.287674 0.754493 0.4 -1.3 -0.7 -1.005
O -0.396469 -1.635381 -0.582894 -0.1 0.7 0.2 -0.110
C 0.781925 -2.059001 -1.253747 -0.2 -0.8 -0.7 -0.094
C 0.345011 -2.851393 -2.514174 0.2 1.0 0.0 0.134
C 0.609378 -2.012548 -3.762425 -0.3 -0.2 0.3 -1.131
O 0.934977 -4.122679 -2.569697 -0.2 -0.3 0.1 -0.600
N 1.030157 -0.515672 0.974970 -0.6 1.2 1.4 0.287
C 1.790117 -1.016015 2.143452 0.1 -0.7 0.1 -2.236
C 1.068729 -0.883463 3.503595 0.7 0.1 0.3 0.305
C 1.273680 -2.137157 4.387513 -0.1 0.5 -0.1 -1.343
C 2.097374 -1.864585 5.659455 -0.3 -1.3 0.0 -0.501
C 2.884430 -3.113465 6.061618 0.3 -0.1 0.3 -0.802
O 4.246667 -2.944062 5.729442 -0.1 0.3 -0.2 -0.306
C 5.047863 -3.953913 6.275825 0.4 -0.6 0.2 -0.759
H 2.329736 3.047220 -1.655498 0.2 0.1 -0.2 0.175
H 3.068221 4.689318 -1.504314 0.3 -0.2 -0.2 0.409
H 1.398169 4.396403 -1.046597 -0.1 0.0 -0.1 0.361
H 1.806648 3.530615 2.262007 -0.1 0.1 0.1 0.483
H 0.722743 3.462420 0.842214 -0.4 -0.4 0.3 -0.035
H 2.592343 1.315789 1.771940 0.1 -0.1 0.0 0.401
H 0.879559 1.294650 -1.311695 0.2 0.2 0.2 0.274
H -3.248355 1.601215 1.645373 -0.1 0.0 0.0 0.402
H -2.105725 0.903264 2.773940 0.0 -0.1 0.0 0.557
H -0.935744 2.906237 3.022523 -1.5 0.1 1.3 0.416
H -2.564212 4.814968 1.983256 1.7 0.9 0.8 0.323
H -1.654145 4.194748 0.506648 -1.8 -0.8 -0.7 0.258
H -2.192478 -0.157303 -1.186732 0.0 0.1 -0.2 0.296
H -3.401870 0.046891 0.037300 0.0 -0.1 0.0 0.772
H -4.124239 1.631167 -1.373456 0.0 0.0 -0.1 0.245
H -3.240727 2.621538 -0.270753 0.3 0.0 0.1 0.743
H -1.473017 0.797891 -2.991327 -0.2 -0.2 0.2 0.023
H -1.585822 2.266371 -3.899062 0.0 0.2 0.0 0.677
H -2.415029 -0.759447 -7.605955 -0.1 0.4 -0.1 0.306
H -0.135788 -2.212794 1.325860 0.1 0.1 0.3 0.806
H 1.370840 -1.203808 -1.588251 0.1 0.2 0.3 0.225
H 1.382573 -2.735960 -0.641193 0.0 0.1 0.2 0.197
H -0.732498 -2.979175 -2.436063 0.0 -0.4 0.1 0.263
H 0.117728 -1.047178 -3.629147 0.0 0.1 -0.1 0.057
H 1.673076 -1.825464 -3.910407 0.1 -0.1 -0.1 0.397
H 0.173308 -2.509599 -4.624088 0.1 0.0 -0.2 0.400
H 1.883840 -4.050198 -2.701812 0.1 0.1 -0.1 0.369
H 2.775106 -0.561941 2.222783 0.1 0.1 -0.4 0.506
H 1.995931 -2.065694 1.954010 0.0 -0.1 -0.2 0.804
H 1.560760 -0.072598 4.042782 -0.2 0.3 0.0 0.508
H 0.023017 -0.600087 3.418381 -0.1 -0.2 -0.3 0.110
H 0.292596 -2.525357 4.653615 0.0 -0.2 0.1 0.371
H 1.772991 -2.933627 3.835838 0.0 0.1 -0.2 0.542
H 1.416028 -1.682261 6.486407 0.0 0.6 0.0 0.293
H 2.818141 -1.061926 5.527784 -0.1 0.2 0.1 0.433
H 2.806993 -3.312485 7.135920 0.0 0.1 0.1 0.458
H 2.499388 -4.011361 5.561613 -0.1 0.0 0.0 0.428
H 4.993281 -3.990339 7.368821 -0.2 0.1 0.0 0.313
H 4.788058 -4.952241 5.906602 -0.2 0.0 -0.1 0.309
H 6.088647 -3.781034 6.018284 0.0 0.2 -0.2 0.257
```
Positions in Å, forces in eV/Å.

2.
The following is a DFT calculation (ωB97M-V with the def2-TZVPD basis set) of a 2-piece molecular cluster, C3H8NO overall.

Properties
LUMO (spin up / spin down), eV: -6.09 / -3.87
Electronic energy, eV: -6765.191
Total charge: +1

XYZ file:
```
13
Properties=species:S:1:pos:R:3:forces:R:3:mulliken_charge:R:1
C -0.365403 0.053337 0.677520 -0.6 1.0 0.2 -0.491
C -1.203949 -0.433150 -0.360846 -1.9 0.9 0.6 0.331
C 2.633435 -0.557700 -0.202555 0.0 0.7 2.3 -1.009
N -0.943557 1.226932 0.064711 0.2 -0.6 0.2 -0.211
O -2.513331 -0.721092 -0.232347 -0.2 -1.5 1.2 -0.465
H 0.506781 -0.014930 1.265093 0.6 -0.4 0.5 0.458
H -0.771602 -0.556936 -1.348905 -0.4 -0.2 -0.2 0.356
H 2.445491 -0.222279 -1.144676 -0.2 0.7 -2.6 0.357
H 2.219080 -1.471986 0.115474 -0.1 -1.0 0.3 0.376
H 2.940603 0.185980 0.525575 0.2 -0.3 0.0 0.338
H -1.619032 1.825431 0.534004 -0.4 -0.6 0.3 0.281
H -0.395613 1.805908 -0.529433 0.9 0.2 -0.7 0.264
H -2.932905 -1.119511 0.636383 1.9 1.3 -2.1 0.416
```
Positions in Å, forces in eV/Å.

3.
The following is a DFT calculation (ωB97M-V with the def2-TZVPD basis set) of C31H39N7O2PRuS5Sb as an isolated structure.

Properties
LUMO (spin up / spin down), eV: 1.30 / 0.18
Multiplicity: 6
⟨S²⟩: 8.801
Electronic energy, eV: -119893.318
Total charge: -1

XYZ file:
```
87
Properties=species:S:1:pos:R:3:forces:R:3:mulliken_charge:R:1
Ru 0.565088 -1.618374 -0.629740 -0.9 0.8 -0.4 0.844
N -3.286911 3.984243 4.130178 -0.8 0.4 0.9 -0.556
C -2.254232 3.483463 3.395453 1.3 -0.5 -1.0 1.051
C -0.914797 3.783916 3.729138 -0.4 0.0 0.2 -0.733
C 0.134108 3.286753 2.980316 0.0 -0.4 -0.5 -0.390
C -0.140135 2.482788 1.872762 -0.1 0.5 0.1 -0.814
C -1.454246 2.219072 1.490307 0.3 0.0 -0.2 0.295
C -2.502057 2.712334 2.240706 -0.2 0.2 0.4 -0.871
S 1.176597 1.708317 0.981692 0.2 -0.3 -0.8 1.476
O 2.402835 1.805719 1.739337 -0.2 0.1 0.2 -0.813
O 1.206696 2.231714 -0.361733 0.1 0.0 0.2 -0.765
N 0.687532 0.141374 0.837252 -0.1 -0.2 1.1 0.544
C 0.173068 -0.423470 1.978464 0.5 0.2 -1.3 -0.399
N 0.212292 0.229739 3.133714 0.0 -0.6 0.8 -0.363
C -0.390863 -0.356085 4.156459 0.2 0.1 -0.3 -0.457
C -1.036318 -1.580576 4.047331 -0.2 -0.2 0.2 -1.182
C -0.967842 -2.208759 2.807262 0.0 0.1 -0.6 -0.020
N -0.349392 -1.649142 1.757028 -0.2 0.2 0.9 0.679
H -3.072162 4.269213 5.079333 -0.1 -0.1 -0.3 0.211
H -4.179117 3.520266 4.037962 0.2 0.1 0.0 0.222
H -0.713336 4.397863 4.608226 0.0 -0.1 -0.2 0.241
H 1.173341 3.452426 3.253349 -0.2 0.0 0.0 0.485
H -1.650912 1.598897 0.615533 0.0 0.1 0.2 0.107
H -3.535117 2.498632 1.952021 0.3 0.1 0.0 0.355
H -0.317207 0.209120 5.078059 -0.2 -0.2 0.2 0.518
H -1.555792 -2.026122 4.896105 0.2 0.1 -0.3 0.377
H -1.444220 -3.162732 2.574451 0.1 0.2 0.3 0.266
S 1.274438 -1.932563 -2.810453 -0.3 -0.3 -0.1 -0.554
Sb -0.732620 -2.768389 -3.969984 0.9 -0.9 0.1 0.476
S -0.925689 -3.734559 -0.966891 0.3 0.2 -0.4 -0.117
S -2.453298 -3.959334 0.226811 -0.3 -0.2 0.1 -0.335
S 0.213738 -4.524957 -5.082026 -0.6 1.0 0.5 -0.563
C 3.811050 -4.356320 2.071768 0.4 -0.1 0.1 -1.634
C 2.560224 -3.549459 1.723948 -0.4 0.0 -0.3 0.622
C 1.346481 -4.487375 1.698070 -0.1 -0.3 0.1 -0.667
P 2.586808 -2.539908 0.147740 1.8 -0.2 0.6 0.584
C 3.560078 -3.455223 -1.169610 -0.3 0.4 -0.1 1.102
C 5.079535 -3.582326 -1.032206 0.3 -0.2 -0.1 -1.373
C 2.886318 -4.798444 -1.450995 0.1 -0.3 -0.2 -1.393
C 3.576395 -1.025692 0.624211 -0.4 -0.2 0.0 1.485
C 4.906461 -1.148236 1.364956 0.5 0.0 0.0 -1.718
C 3.715952 -0.137081 -0.614814 0.3 0.6 -0.1 -1.492
H 3.703810 -4.788733 3.080091 -0.1 0.1 -0.3 0.474
H 4.734528 -3.762972 2.088744 -0.3 -0.1 -0.1 0.293
H 3.955621 -5.200677 1.373824 -0.1 0.4 0.3 0.224
H 2.383211 -2.777577 2.500091 0.1 -0.2 -0.3 0.515
H 1.493187 -5.321060 0.992551 0.1 0.2 0.3 0.246
H 0.434352 -3.977888 1.382725 0.2 -0.1 0.1 -0.698
H 1.184822 -4.912430 2.702228 0.0 0.1 -0.3 0.446
H 3.367491 -2.813466 -2.054673 0.1 -0.4 0.5 0.117
H 5.402081 -4.103738 -0.120870 -0.1 0.2 -0.2 0.157
H 5.574160 -2.603697 -1.072815 -0.1 -0.3 0.1 0.316
H 5.468597 -4.175874 -1.883751 -0.3 0.3 0.3 0.453
H 3.179478 -5.563560 -0.713689 -0.1 0.2 -0.2 0.205
H 3.200039 -5.154022 -2.445507 -0.1 0.1 0.3 0.486
H 1.794632 -4.709821 -1.462038 0.1 -0.1 0.0 0.156
H 2.877046 -0.558168 1.340163 0.3 0.0 -0.4 -0.540
H 5.700119 -1.646178 0.784781 -0.4 0.0 0.2 0.193
H 4.804544 -1.641290 2.340886 0.0 0.1 -0.3 0.362
H 5.279851 -0.128630 1.551743 -0.2 -0.2 0.0 0.497
H 4.454458 -0.532293 -1.332365 -0.1 0.0 0.3 0.278
H 4.043021 0.875540 -0.300982 -0.2 -0.5 -0.2 0.456
H 2.785392 -0.010947 -1.180228 0.1 0.0 0.2 0.177
N -2.966437 3.710979 -3.499977 0.0 0.9 -0.6 0.090
C -4.003079 4.583730 -3.804692 -0.1 -0.9 0.6 0.644
C -4.047586 5.718085 -4.573610 0.1 0.2 -0.2 -0.908
C -5.282220 6.351409 -4.666690 -0.5 0.1 0.1 -0.429
C -6.411636 5.847561 -4.001722 0.1 0.2 -0.2 -0.392
C -6.354893 4.692006 -3.225751 -0.5 0.2 0.0 -0.785
C -5.144543 4.042767 -3.123294 1.6 -0.5 -0.2 0.399
N -4.781279 2.881010 -2.453998 0.1 0.4 -0.2 -0.778
C -3.476252 2.721810 -2.698182 -0.1 -1.1 0.8 -0.372
C -2.629462 1.660091 -2.206962 -1.5 2.0 -0.9 1.376
C -1.268533 1.671848 -2.520400 2.3 -1.1 0.1 -0.825
C -0.457257 0.642704 -2.083916 -0.7 1.7 -1.2 -0.838
N -0.932950 -0.395287 -1.361401 0.6 -0.9 0.1 1.151
C -2.244859 -0.413650 -1.033551 -1.8 1.1 -0.2 -0.765
C -3.114270 0.600065 -1.444687 0.5 -2.2 1.3 -0.964
H -2.008308 3.793120 -3.820808 -0.6 -0.1 0.2 0.130
H -3.165360 6.090063 -5.092023 -0.2 0.0 0.1 0.364
H -5.386872 7.258773 -5.254972 0.1 -0.1 0.0 0.358
H -7.352834 6.382422 -4.115542 0.1 -0.1 0.1 0.349
H -7.223121 4.290635 -2.704547 0.1 0.2 -0.2 0.407
H -0.777838 2.459660 -3.095474 -0.2 -0.2 0.3 0.105
H 0.595798 0.639323 -2.348719 -0.3 0.0 0.2 0.499
H -2.601545 -1.246319 -0.424010 0.2 0.2 -0.2 0.184
H -4.157860 0.533986 -1.157480 0.1 0.1 -0.1 0.455
```
Positions in Å, forces in eV/Å.

4.
The following is a DFT calculation (ωB97M-V with the def2-TZVPD basis set) of C4H9NO2 in the gas phase.

Properties
LUMO, eV: 0.90
Electronic energy, eV: -9877.879
SMILES: C=C(N)OCCO

XYZ file:
```
16
Properties=species:S:1:pos:R:3:forces:R:3:mulliken_charge:R:1
C 1.177160 -1.147684 -0.640736 0.1 -0.3 -0.1 -1.124
C 1.140385 -0.491611 0.526398 -0.3 -0.1 -0.4 0.964
N 2.262958 -0.093939 1.222128 -0.3 0.0 0.1 -0.487
O -0.017028 -0.174051 1.175979 0.3 -0.2 -0.7 -0.441
C -1.233721 -0.338001 0.424633 -0.3 -0.1 -0.1 -0.706
C -1.497426 0.676141 -0.696067 0.1 -0.4 0.2 -0.295
O -1.477183 1.965296 -0.124794 0.0 0.3 -0.1 -0.523
H 2.106428 -1.308627 -1.149475 0.4 0.0 0.0 0.234
H 0.342327 -1.683148 -1.060696 -0.2 0.3 0.0 0.222
H 2.167808 0.681064 1.855081 0.0 0.1 -0.1 0.233
H 3.145247 -0.185399 0.742458 -0.2 0.1 0.1 0.205
H -1.367703 -1.355524 0.000520 0.3 0.4 0.5 0.373
H -1.968466 -0.190768 1.205646 -0.4 0.0 0.0 0.352
H -0.767868 0.585715 -1.508211 0.0 0.0 0.2 0.356
H -2.495331 0.460314 -1.127123 0.3 -0.1 0.3 0.328
H -1.517593 2.600225 -0.845734 0.0 0.1 0.1 0.308
```
Positions in Å, forces in eV/Å.

What is the formula in the fourth record?
C4H9NO2

electronic energy of number 4 (C4H9NO2)?
-9877.879 eV

Look up the electronic energy of the fourth one.
-9877.879 eV

What is the electronic energy in the fourth record?
-9877.879 eV